{
  "formula": "C33H31F5IrN8PSTe",
  "method": "ωB97M-V/def2-TZVPD",
  "symbols": ["Ir", "C", "N", "C", "C", "N", "C", "P", "C", "N", "C", "C", "N", "C", "C", "N", "C", "C", "N", "C", "H", "H", "H", "H", "H", "H", "H", "H", "H", "H", "H", "H", "H", "H", "H", "N", "C", "S", "N", "C", "C", "C", "C", "C", "C", "H", "H", "H", "H", "H", "H", "H", "H", "F", "C", "C", "C", "F", "C", "F", "C", "F", "C", "F", "C", "Te", "C", "C", "C", "C", "C", "C", "C", "H", "H", "H", "H", "H", "H", "H", "H"],
  "xyz": [[-0.6363, 0.0551, 0.3706], [-1.3124, 4.8316, 2.8897], [-1.5519, 3.4488, 2.4722], [-2.5721, 2.6505, 2.9200], [-2.4689, 1.4655, 2.2595], [-1.3995, 1.5506, 1.4112], [-0.8457, 2.7533, 1.5606], [0.5696, 3.3828, 0.6251], [-0.0591, 2.7500, -0.9586], [-0.5830, 1.5369, -1.1250], [-1.0806, 1.4831, -2.3996], [-0.8375, 2.6749, -3.0100], [-0.1957, 3.4639, -2.0949], [0.2514, 4.8342, -2.3389], [1.6317, 1.9811, 0.9888], [1.1978, 0.7332, 1.0568], [2.2566, -0.0536, 1.4251], [3.3462, 0.7512, 1.5773], [2.9408, 2.0270, 1.3088], [3.8186, 3.1927, 1.2706], [-2.0158, 5.0792, 3.6783], [-1.4636, 5.5110, 2.0539], [-0.2995, 4.9414, 3.2690], [-3.2746, 2.9819, 3.6647], [-3.0933, 0.5918, 2.3068], [-1.5738, 0.6088, -2.7820], [-1.0672, 3.0197, -4.0036], [0.6322, 4.9070, -3.3538], [1.0475, 5.0894, -1.6455], [-0.5748, 5.5316, -2.2150], [2.1625, -1.1163, 1.5662], [4.3590, 0.5177, 1.8571], [4.5972, 3.0750, 2.0189], [3.2496, 4.0922, 1.4897], [4.2771, 3.2786, 0.2864], [-2.3027, -3.2167, 1.6909], [-1.7032, -2.4908, 2.6121], [-0.4489, -1.3373, 2.2480], [-1.9409, -2.6777, 3.9050], [-2.8204, -3.6117, 4.5451], [-2.4085, -4.1203, 5.7697], [-3.2184, -5.0127, 6.4503], [-4.4395, -5.3972, 5.9121], [-4.8576, -4.8632, 4.7042], [-4.0565, -3.9616, 4.0157], [-2.0824, -3.0642, 0.7198], [-2.8957, -3.9933, 1.9416], [-1.3265, -2.1675, 4.5233], [-1.4509, -3.8258, 6.1832], [-2.8953, -5.4102, 7.4026], [-5.0655, -6.1038, 6.4389], [-5.8208, -5.1369, 4.2957], [-4.4362, -3.5006, 3.1134], [-0.1523, -1.6582, -2.6463], [-1.3916, -1.7581, -2.1585], [-1.7476, -1.1550, -0.9618], [-3.0824, -1.3593, -0.5990], [-3.5605, -0.7872, 0.5328], [-3.9896, -2.1087, -1.3208], [-5.2380, -2.2657, -0.8956], [-3.5758, -2.6989, -2.5050], [-4.4184, -3.4160, -3.2241], [-2.2719, -2.5159, -2.9227], [-1.8580, -3.0670, -4.0544], [2.5472, 0.8768, -4.1232], [2.4412, 0.4093, -2.0386], [3.8540, -1.1002, -2.5821], [4.5701, -0.5472, -3.7883], [5.8301, -0.9937, -4.1656], [6.4457, -0.4706, -5.2933], [5.8052, 0.5013, -6.0477], [4.5464, 0.9499, -5.6753], [3.9240, 0.4257, -4.5492], [2.3867, 1.9399, -4.2926], [1.7612, 0.3248, -4.6412], [3.2855, -1.9943, -2.8398], [4.5171, -1.3393, -1.7542], [6.3382, -1.7438, -3.5716], [7.4325, -0.8131, -5.5749], [6.2895, 0.9186, -6.9203], [4.0487, 1.7155, -6.2586]],
  "forces_ev_per_a": [[1.3614, 0.1615, -1.3728], [0.0479, 0.0162, -0.0478], [-0.1689, -0.0953, 0.0612], [0.0965, 0.0870, -0.0389], [-0.1594, 0.0055, -0.0023], [-0.0952, -0.3426, 0.6621], [-0.1410, 0.2355, 0.0735], [-0.0547, 0.1905, -0.2813], [-0.0780, 0.0015, -0.0595], [-0.2223, -0.2438, -0.2861], [0.0462, 0.0216, 0.0389], [0.0122, 0.0276, -0.0007], [0.0622, -0.0261, -0.0689], [-0.0491, 0.0456, 0.0243], [0.3744, 0.0209, 0.2031], [-0.1484, 0.0626, 0.5716], [0.0119, 0.0126, -0.0411], [0.0258, 0.0129, -0.0719], [0.0246, -0.0531, 0.1315], [0.0602, 0.0207, -0.0892], [-0.0066, -0.0283, 0.0076], [-0.0283, -0.0094, -0.0090], [-0.0003, -0.0247, 0.0244], [-0.0085, 0.0234, -0.0298], [0.0709, 0.0177, 0.0316], [0.0321, 0.0705, -0.0469], [0.0155, 0.0094, 0.0093], [0.0137, -0.0277, -0.0012], [0.0112, -0.0152, -0.0002], [-0.0186, -0.0179, 0.0024], [0.0415, 0.0139, -0.0386], [-0.0011, 0.0172, -0.0124], [-0.0297, -0.0154, 0.0299], [-0.0174, -0.0069, 0.0149], [-0.0265, -0.0231, -0.0182], [-0.0355, -0.0429, -0.1075], [0.1218, -0.1734, -0.0991], [-0.1631, -0.0274, 0.1554], [-0.0614, 0.0266, 0.0310], [0.0513, -0.0546, -0.0504], [0.0842, -0.0661, -0.0135], [-0.0385, 0.0068, -0.0005], [0.0300, -0.0020, 0.0076], [0.0056, -0.0260, -0.0057], [-0.0437, 0.0952, 0.0089], [0.0859, -0.0223, -0.0057], [-0.0412, 0.0116, 0.0035], [-0.0771, 0.1196, -0.0046], [-0.0024, -0.0203, -0.0017], [0.0140, 0.0001, -0.0084], [-0.0090, 0.0164, 0.0041], [0.0045, 0.0119, -0.0099], [-0.0152, 0.0219, 0.0091], [0.2420, 0.1054, 0.0080], [-0.0178, -0.1403, 0.0931], [-1.4933, 0.0580, 0.8877], [0.0991, -0.0014, -0.2010], [-0.0078, -0.0417, -0.0384], [-0.0085, 0.0231, 0.0200], [-0.0374, 0.0084, -0.0098], [-0.0422, 0.0246, -0.0052], [-0.0181, -0.0332, -0.0180], [0.0503, 0.0243, 0.0202], [0.0193, -0.0366, -0.0350], [-0.0848, -0.0249, -0.1090], [0.2676, -0.0085, 0.0167], [-0.0033, -0.1134, -0.0678], [-0.0059, 0.0404, 0.0307], [0.0041, 0.0126, 0.0059], [0.0193, -0.0041, 0.0138], [-0.0177, 0.0214, -0.0019], [-0.0100, -0.0273, 0.0070], [-0.0018, 0.0538, 0.0230], [0.0466, 0.0141, 0.0498], [0.0089, -0.0077, 0.0116], [0.0062, -0.0150, 0.0497], [0.0386, 0.0802, -0.0081], [-0.0136, -0.0077, -0.0077], [-0.0096, -0.0044, -0.0059], [-0.0004, -0.0060, 0.0010], [0.0058, -0.0138, -0.0123]],
  "lowdin_charge": [1.1755, 0.0066, -0.0988, 0.0004, -0.0756, -0.1318, -0.4178, 1.2102, -0.4726, -0.1182, -0.0900, -0.0098, -0.0988, 0.0091, -0.5100, -0.1834, -0.1694, -0.0291, -0.1065, 0.0088, 0.1033, 0.0997, 0.0964, 0.1410, 0.1071, 0.1107, 0.1437, 0.1055, 0.0765, 0.1064, 0.0882, 0.1447, 0.1063, 0.0780, 0.1035, 0.1789, -0.7146, 0.7100, 0.0731, -0.2220, -0.0168, -0.0504, -0.0556, -0.0540, -0.0396, 0.0932, 0.1171, 0.1293, 0.1209, 0.1180, 0.1171, 0.1173, 0.1122, 0.0419, -0.2762, -0.1959, -0.2892, 0.0320, -0.1532, 0.1419, -0.1307, 0.1665, -0.1420, 0.1511, -0.4142, 1.3510, -0.4062, -0.3029, -0.0327, -0.0664, -0.0670, -0.0357, -0.3033, 0.0481, 0.0646, 0.0633, 0.0565, 0.1178, 0.1107, 0.1103, 0.1161],
  "multiplicity": 1,
  "e_lumo_ev": -6.2,
  "charge": 2,
  "mol_weight_da": 1017.51,
  "e_above_lowest_kj_mol": 50.4,
  "homo_lumo_gap_ev": 6.039
}